Entry 1:
A cluster of 2 separate species, C4H4O2 in total in a non-equilibrium geometry. Source: OMol25; level of theory: ωB97M-V/def2-TZVPD.

Lowest unoccupied orbital energy   -0.6864 eV
HOMO-LUMO gap   8.19 eV

Cartesian coordinates (Å):
O1 -1.363 0.111 0.951
C1 -1.306 0.372 -0.356
C2 0.571 -0.493 -1.115
O2 0.559 -1.070 -2.153
C3 1.405 -0.174 -0.037
C4 1.382 0.006 1.210
H1 -0.384 0.039 1.368
H2 -1.316 1.447 -0.649
H3 -1.797 -0.295 -1.085
H4 2.248 0.057 1.865

Here are the Mulliken charges for atoms 1 to 2, given in e: -0.443, -0.321

***

Entry 2:
A structure of composition C4H4O2 in a non-equilibrium geometry. Source: OMol25; level of theory: ωB97M-V/def2-TZVPD.

Lowest unoccupied orbital energy   0.7137 eV
HOMO-LUMO gap   11.06 eV

Cartesian coordinates (Å):
C1 -1.519 -0.424 0.622
C2 -0.869 0.396 -0.172
C3 0.735 0.172 -0.448
C4 2.562 -0.370 0.219
O1 1.539 -1.004 -0.387
O2 1.784 0.874 0.294
H1 -2.500 -0.201 0.690
H2 -1.278 -1.093 1.407
H3 -1.376 1.074 -0.809
H4 0.922 0.575 -1.415

Here are the Mulliken charges for atoms 1 to 2, given in e: -0.739, -0.226

***

Entry 3:
The molecule C4H4O2. Source: OMol25; level of theory: ωB97M-V/def2-TZVPD.

Lowest unoccupied orbital energy   0.8450 eV
HOMO-LUMO gap   11.27 eV

Cartesian coordinates (Å):
O1 -2.485 0.825 0.275
C1 -2.059 -0.263 -0.008
O2 -0.766 -0.599 -0.101
C2 0.183 0.443 0.170
C3 1.513 -0.151 0.250
C4 2.602 -0.530 -0.089
H1 -2.675 -1.147 -0.232
H2 0.322 1.100 -0.692
H3 -0.162 1.064 0.998
H4 3.527 -0.741 -0.571

Here are the Mulliken charges for atoms 1 to 2, given in e: -0.488, 0.151

***

Entry 4:
The molecule C4H4O2 in a non-equilibrium geometry. Source: OMol25; level of theory: ωB97M-V/def2-TZVPD.

Lowest unoccupied orbital energy   0.4327 eV
HOMO-LUMO gap   8.53 eV

Cartesian coordinates (Å):
C1 -0.338 -0.505 0.342
C2 -0.156 0.619 -0.283
C3 -0.262 -1.678 0.915
C4 0.119 1.703 -0.950
O1 -0.763 -2.152 2.078
O2 1.091 1.821 -1.828
H1 0.570 -2.192 0.371
H2 -0.363 2.618 -0.719
H3 -1.245 -3.005 1.833
H4 1.346 2.769 -1.758

Here are the Mulliken charges for atoms 1 to 2, given in e: 0.430, 0.184

***

Entry 5:
A cluster of 2 separate species, C4H4O2 in total in a non-equilibrium geometry. Source: OMol25; level of theory: ωB97M-V/def2-TZVPD.

Lowest unoccupied orbital energy (spin up / spin down)   -1.7098 / -0.5339 eV
HOMO-LUMO gap (spin up / spin down)   7.37 / 8.81 eV

Cartesian coordinates (Å):
C1 -2.456 -0.375 -0.147
C2 -2.191 0.747 0.768
C3 -1.263 0.443 -0.577
C4 0.142 0.057 -0.794
O1 -2.951 -1.404 -0.304
O2 -1.614 1.712 -0.053
H1 -1.176 0.431 2.908
H2 0.528 -0.671 -0.113
H3 0.799 0.937 -0.695
H4 0.357 -0.424 -1.723

Here are the Mulliken charges for atoms 1 to 2, given in e: 0.579, -0.479

***

Entry 6:
The molecule C4H4O2. Source: OMol25; level of theory: ωB97M-V/def2-TZVPD.

Lowest unoccupied orbital energy   0.9079 eV
HOMO-LUMO gap   11.41 eV

Cartesian coordinates (Å):
O1 -2.517 0.521 -0.210
C1 -1.969 -0.384 0.362
O2 -0.685 -0.407 0.736
C2 0.140 0.608 0.143
C3 1.492 0.066 0.048
C4 2.589 -0.411 -0.062
H1 -2.437 -1.340 0.633
H2 -0.256 0.842 -0.850
H3 0.108 1.525 0.740
H4 3.564 -0.833 -0.171

Here are the Mulliken charges for atoms 1 to 2, given in e: -0.491, 0.188

***

Entry 7:
The molecule C4H4O2. Source: OMol25; level of theory: ωB97M-V/def2-TZVPD.

Lowest unoccupied orbital energy   -0.0440 eV
HOMO-LUMO gap   10.64 eV

Cartesian coordinates (Å):
O1 0.154 0.356 -2.282
C1 -0.463 -0.004 -1.086
C2 0.444 0.286 0.097
O2 1.428 0.983 -0.052
C3 0.097 -0.262 1.401
C4 -0.124 -0.707 2.498
H1 0.889 0.943 -2.039
H2 -0.732 -1.068 -1.104
H3 -1.397 0.561 -0.916
H4 -0.297 -1.088 3.483

Here are the Mulliken charges for atoms 1 to 2, given in e: -0.512, -0.461

***

Entry 8:
The molecule C4H4O2 in a non-equilibrium geometry. Source: OMol25; level of theory: ωB97M-V/def2-TZVPD.

Lowest unoccupied orbital energy   1.0184 eV
HOMO-LUMO gap   10.57 eV

Cartesian coordinates (Å):
C1 -1.362 -0.009 0.218
C2 -0.246 0.634 0.227
C3 2.588 -0.453 -0.248
C4 1.452 0.097 0.287
O1 2.155 -0.853 1.117
O2 2.638 0.904 0.060
H1 -2.383 0.371 0.353
H2 -1.389 -1.105 0.305
H3 -0.386 1.701 0.545
H4 3.165 -0.947 -0.973

Here are the Mulliken charges for atoms 1 to 2, given in e: -0.506, -0.190

***

Entry 9:
The molecule C4H4O2. Source: OMol25; level of theory: ωB97M-V/def2-TZVPD.

Lowest unoccupied orbital energy   0.2466 eV
HOMO-LUMO gap   9.68 eV

Cartesian coordinates (Å):
O1 1.577 -0.872 0.735
C1 0.527 -0.131 0.310
C2 -0.014 0.839 1.283
O2 0.471 0.926 2.393
C3 -0.090 -0.268 -0.844
C4 -0.871 -0.400 -1.877
H1 1.742 -0.570 1.647
H2 -1.764 -1.010 -1.771
H3 -0.897 1.420 0.963
H4 -0.680 0.066 -2.841

Here are the Mulliken charges for atoms 1 to 2, given in e: -0.537, 0.258

***

Entry 10:
The molecule C4H4O2. Source: OMol25; level of theory: ωB97M-V/def2-TZVPD.

Lowest unoccupied orbital energy   0.2998 eV
HOMO-LUMO gap   8.20 eV

Cartesian coordinates (Å):
O1 -2.334 -0.978 0.974
C1 -1.500 -0.274 0.161
C2 -0.316 -0.670 -0.251
C3 0.935 -0.727 -0.511
C4 2.058 -0.037 -0.352
O2 2.007 1.319 -0.432
H1 -3.143 -0.467 1.076
H2 1.064 1.533 -0.326
H3 -1.829 0.716 -0.160
H4 3.057 -0.415 -0.177

Here are the Mulliken charges for atoms 1 to 2, given in e: -0.458, -0.166

***

Entry 11:
The molecule C4H4O2S in a non-equilibrium geometry. Source: OMol25; level of theory: ωB97M-V/def2-TZVPD.

Lowest unoccupied orbital energy   -1.6294 eV
HOMO-LUMO gap   7.38 eV

Cartesian coordinates (Å):
C1 -0.226 1.592 -0.261
C2 -0.349 0.579 0.793
C3 0.008 -0.707 0.766
C4 0.438 -1.651 -0.372
H1 0.668 0.248 -1.499
H2 -0.838 0.981 1.721
H3 -0.193 -1.172 1.758
H4 0.290 -2.752 0.006
O1 0.417 1.226 -1.400
O2 0.699 -1.440 -1.548
S1 -0.913 3.096 0.037

Here are the Mulliken charges for atoms 1 to 2, given in e: 0.399, -0.101

***

Entry 12:
The molecule C4H4O2S in a non-equilibrium geometry. Source: OMol25; level of theory: ωB97M-V/def2-TZVPD.

Lowest unoccupied orbital energy   -1.8763 eV
HOMO-LUMO gap   7.11 eV

Cartesian coordinates (Å):
C1 -1.583 -0.495 -0.060
C2 -0.595 0.742 0.019
C3 0.807 0.960 0.069
C4 1.793 -0.129 -0.007
H1 -0.137 -1.586 -0.025
H2 -1.334 1.591 -0.077
H3 1.118 1.976 0.109
H4 2.875 0.160 -0.370
O1 -1.170 -1.761 -0.139
O2 1.452 -1.335 0.330
S1 -3.225 -0.123 0.151

Here are the Mulliken charges for atoms 1 to 2, given in e: 0.301, -0.323

***

Summary of energy relative to the best compared isomer or geometry (same formula, charge and spin) in kJ/mol
439.2, 404.4, 171.8, 320.8, 755.7, 149.0, 173.9, 559.6, 143.9, 310.0, 167.6, 231.6
(order as listed above)
Summary of E in eV
-8302.5258, -8302.8861, -8305.2970, -8303.7524, -8299.2452, -8305.5330, -8305.2754, -8301.2776, -8305.5853, -8303.8645, -19141.2540, -19140.5908
(order as listed above)